# 1
Here is a structure of composition C24H22N6O2Zr in a non-equilibrium geometry from OMol25. Energies are from the ωB97M-V functional and the def2-TZVPD basis.

The geometry in ORCA input format:
```
! wB97M-V def2-TZVPD RIJCOSX def2/J DEFGRID3
* xyz 4 1
N -0.11297 2.09414 -1.38775
C -0.04421 3.25633 -1.45098
C 0.06782 4.69276 -1.39225
H -0.92565 5.15708 -1.51284
H 0.72315 5.05791 -2.20258
H 0.49329 4.99674 -0.42060
N 2.00661 -1.16419 -1.94111
C 2.94879 -1.83420 -2.06486
C 4.08873 -2.69587 -2.14129
H 4.81772 -2.29655 -2.85877
H 3.78915 -3.69596 -2.48770
H 4.56885 -2.78648 -1.15630
N -2.20227 -0.78909 -1.38788
C -3.23635 -1.32548 -1.41444
C -4.50686 -2.00280 -1.36906
H -4.49175 -2.78144 -0.58791
H -4.71955 -2.47568 -2.34315
H -5.31492 -1.28541 -1.15284
Zr -0.07635 -0.13273 -2.15085
C -0.22782 -2.69205 -1.51898
O -0.31389 -3.72721 -1.02785
C 2.58491 1.37569 -1.11791
O 3.41543 1.52760 -0.34652
C 0.49673 1.18715 -3.94550
C -0.90476 1.26849 -3.86184
C -1.67478 0.11537 -3.90568
C -1.06150 -1.14747 -3.93982
C 0.32198 -1.22270 -4.15523
C 1.08300 -0.04966 -4.21344
H 1.11677 2.08115 -3.86738
H -1.38906 2.23751 -3.74351
H -2.76031 0.19301 -3.85251
H -1.65130 -2.05916 -3.85516
H 0.79502 -2.19703 -4.28242
H 2.14714 -0.09492 -4.44480
N -1.02913 1.62309 9.14334
C -0.85755 1.35412 8.01453
C -0.61973 0.95379 6.65210
C -1.46164 1.35277 5.60397
C -1.16898 0.98809 4.28417
C -0.03971 0.20577 4.01273
C 0.78480 -0.21342 5.06440
C 0.49972 0.16334 6.37690
N 0.25843 -0.23523 2.69937
C 1.27815 -1.12505 2.35874
C 1.25629 -1.24168 1.00703
N 0.26551 -0.43717 0.47538
C -0.33541 0.13048 1.52236
H -2.33148 1.96921 5.82475
H -1.81767 1.29463 3.46911
H 1.65786 -0.83044 4.87377
H 1.17033 -0.13062 7.18851
H 1.91694 -1.60162 3.07908
H 1.88748 -1.83801 0.36916
H -1.16501 0.83311 1.48233
*
```

## Properties
Gap between HOMO and LUMO (alpha / beta) = 0.0700 / 0.0680 Eh
HOMO level (alpha / beta) = -0.651 / -0.651 hartree

Charges computed using Mulliken, reported in e: -0.355 0.562 -1.172 0.389 0.355 0.374 0.111 0.504 -1.207 0.398 0.348 0.365 -0.398 0.559 -1.090 0.371 0.353 0.365 0.892 0.482 -0.109 0.216 -0.151 -0.541 -0.179 -0.189 -0.282 -0.318 -0.148 0.570 0.553 0.489 0.597 0.491 0.475 -0.317 -0.149 0.445 -1.086 -0.455 2.222 -0.491 -1.067 0.344 -0.350 -1.130 0.464 -0.753 0.467 0.234 0.268 0.464 0.435 0.464 0.311

# 2
Here is a structure of composition C29H39O3S2SiTeTi in a non-equilibrium geometry from OMol25. Energies are from the ωB97M-V functional and the def2-TZVPD basis.

The geometry in ORCA input format:
```
! wB97M-V def2-TZVPD RIJCOSX def2/J DEFGRID3
* xyz 1 1
Ti 0.45737 -0.48104 0.30876
C 3.74900 -1.06928 -0.19537
C 2.38647 -0.67647 0.18812
O 2.11000 0.25665 0.99887
H 4.45089 -0.90710 0.62183
H 4.02749 -0.42629 -1.03771
H 3.78294 -2.09886 -0.54526
C -3.70078 -2.12975 -0.26672
S -2.82925 -0.64657 0.14515
C -3.30847 -0.50389 1.83643
O -1.37636 -1.15463 0.22143
H -4.77132 -1.92745 -0.22201
H -3.39865 -2.89550 0.45047
H -3.41266 -2.40053 -1.28109
H -4.38541 -0.32999 1.85483
H -2.78153 0.35223 2.25386
H -3.03362 -1.42593 2.35323
C -3.71240 -3.67629 5.20664
C -2.61135 -3.49952 4.19380
C -2.45102 -4.38834 3.14378
C -1.39551 -4.28965 2.23218
C -1.31085 -5.33570 1.14672
C -0.48531 -3.23652 2.36913
Te 1.13343 -3.04684 1.00434
C -0.64988 -2.30129 3.40535
C 0.24655 -1.09976 3.53393
C -1.69578 -2.45667 4.30559
H -4.53390 -4.26775 4.80337
H -4.10931 -2.71507 5.53501
H -3.34199 -4.19426 6.09334
H -3.15123 -5.21212 3.03798
H -1.50643 -6.32690 1.55688
H -0.34222 -5.35937 0.65569
H -2.06210 -5.15580 0.37180
H 0.03342 -0.37591 2.73511
H 1.30136 -1.36281 3.45996
H 0.07762 -0.56382 4.46793
H -1.80417 -1.74114 5.11535
O -0.50176 1.33599 0.72471
S -0.41385 2.66980 -0.07169
C 1.24704 3.33523 0.20090
C 1.17088 4.26173 1.40920
C -0.17255 4.97472 1.28356
C -1.19689 3.87127 1.02618
H 1.50483 3.86322 -0.71901
H 1.90675 2.47610 0.31395
H 2.01200 4.95262 1.42506
H 1.20652 3.67379 2.32830
H -0.15170 5.67350 0.44459
H -0.43961 5.54203 2.17369
H -2.12800 4.20184 0.57112
H -1.41122 3.29161 1.92660
C -2.94436 1.79374 -4.25077
C -2.98935 0.46248 -3.85772
C -1.87811 -0.12391 -3.26457
C -0.70161 0.59885 -3.04494
C -0.67738 1.93219 -3.46069
C -1.78070 2.52738 -4.05875
Si 0.78578 -0.20413 -2.21515
C 1.01576 -1.89829 -2.97658
C 0.20643 -2.99471 -2.66170
C 0.35182 -4.20806 -3.31795
C 1.32154 -4.35420 -4.30197
C 2.14135 -3.28289 -4.62559
C 1.98623 -2.06766 -3.96953
H -3.80353 2.25036 -4.72500
H -3.88319 -0.12397 -4.03331
H -1.91808 -1.17754 -3.00390
H 0.23041 2.51678 -3.34097
H -1.72855 3.55659 -4.39131
H 1.95292 0.61646 -2.63556
H -0.53231 -2.91809 -1.87075
H -0.28060 -5.04613 -3.05203
H 1.43966 -5.30189 -4.81153
H 2.90007 -3.38981 -5.39025
H 2.63112 -1.23860 -4.24050
*
```

## Properties
Gap between HOMO and LUMO = 0.2707 Eh
HOMO level = -0.361 hartree

Charges computed using Mulliken, reported in e: -0.584 -1.133 1.061 -0.436 0.362 0.309 0.311 -0.858 0.622 -0.545 -0.006 0.527 0.089 0.310 0.588 0.191 -0.201 -1.645 0.677 -0.707 0.466 -1.741 0.114 0.092 1.114 -1.549 -0.918 0.389 0.371 0.340 0.442 0.446 0.362 0.258 0.310 0.288 0.476 0.359 -0.801 0.716 -0.476 -0.656 -0.693 -0.743 0.475 0.151 0.429 0.275 0.308 0.382 0.463 0.223 -0.565 -0.699 -0.337 0.394 -0.324 -0.685 1.010 0.453 0.219 -0.932 -0.479 -0.682 -0.535 0.409 0.440 0.465 0.435 0.430 -0.435 0.197 0.438 0.395 0.411 0.378

# 3
Here is a structure of composition C4H11PS3 in a non-equilibrium geometry from OMol25. Energies are from the ωB97M-V functional and the def2-TZVPD basis.

The geometry in ORCA input format:
```
! wB97M-V def2-TZVPD RIJCOSX def2/J DEFGRID3
* xyz 0 1
C -1.29886 1.72456 -0.05120
C -1.09358 -0.95131 -1.19437
C -0.69237 -0.91156 1.21284
C -0.45966 -0.14191 -0.06590
P 1.38996 0.13439 -0.21293
S 2.14082 1.01263 -1.82744
S 1.85205 1.21183 1.65088
S 2.38824 -1.84078 0.13528
H -1.95415 1.94778 0.73279
H -0.55342 2.43594 0.02261
H -1.66548 1.56897 -1.12671
H -0.51968 -1.88010 -1.26684
H -1.07310 -0.32226 -2.16001
H -2.08870 -1.23727 -1.04292
H -0.59529 -2.06050 1.28795
H -0.09144 -0.34615 1.97146
H -1.68615 -0.73993 1.47216
H 2.66757 2.19200 1.19109
H 3.33326 -1.79631 -0.72875
*
```

## Properties
Gap between HOMO and LUMO = 0.3296 Eh
HOMO level = -0.324 hartree

Charges computed using Mulliken, reported in e: -0.889 -1.520 -1.586 0.709 0.510 -0.350 -0.302 -0.290 0.333 0.354 0.295 0.368 0.363 0.439 0.298 0.394 0.522 0.194 0.157

# 4
Here is an isolated molecule of C3H6N2O in a non-equilibrium geometry from OMol25. Energies are from the ωB97M-V functional and the def2-TZVPD basis.

The geometry in ORCA input format:
```
! wB97M-V def2-TZVPD RIJCOSX def2/J DEFGRID3
* xyz 0 1
N 1.20126 2.10304 -2.02995
C 0.66319 1.21012 -1.53151
C -0.04753 0.08722 -0.87091
O -1.42418 0.35463 -0.87252
C 0.50726 -0.12692 0.55395
N -0.53361 -0.76420 1.35977
H 0.13721 -0.81011 -1.48004
H -1.69451 0.36556 0.05868
H 0.73371 0.84476 1.00442
H 1.45812 -0.67923 0.48446
H -0.75827 -1.68138 0.99367
H -0.22753 -0.87102 2.32355
*
```

## Properties
Gap between HOMO and LUMO = 0.4118 Eh
HOMO level = -0.390 hartree
SMILES string = N#C[C@H](O)CN

Charges computed using Mulliken, reported in e: -0.401 0.011 0.360 -0.536 -0.538 -0.621 0.182 0.411 0.374 0.341 0.189 0.228

# 5
Here is an isolated molecule of Cl2H2NO2P in a non-equilibrium geometry from OMol25. Energies are from the ωB97M-V functional and the def2-TZVPD basis.

The geometry in ORCA input format:
```
! wB97M-V def2-TZVPD RIJCOSX def2/J DEFGRID3
* xyz 0 1
O 0.15115 0.33226 -1.97201
N 0.59183 0.90213 -0.95447
O 0.11551 0.25176 0.54109
P -0.76121 -1.15964 0.38360
Cl 0.29499 -2.38857 1.65075
Cl -2.21833 -0.65267 1.63993
H 1.56335 0.76440 -0.62345
H 0.26270 1.95033 -0.66542
*
```

## Properties
Gap between HOMO and LUMO = 0.3498 Eh
HOMO level = -0.360 hartree
SMILES string = [O-][NH2+]OP(Cl)Cl

Charges computed using Mulliken, reported in e: -0.430 0.086 -0.390 0.481 -0.225 -0.191 0.323 0.347

# 6
Here is a cluster of 2 separate species, C2H4O3S in total in a non-equilibrium geometry from OMol25. Energies are from the ωB97M-V functional and the def2-TZVPD basis.

The geometry in ORCA input format:
```
! wB97M-V def2-TZVPD RIJCOSX def2/J DEFGRID3
* xyz 0 1
C -0.54808 0.67369 0.66576
C -0.25459 0.03599 -0.63985
O -2.07744 -1.60730 0.61304
O -2.87923 0.21903 -0.85541
O 1.47949 -1.88221 -0.46298
S -1.83001 -0.40702 -0.11139
H -0.22306 0.12072 1.53706
H -0.42457 1.74574 0.76447
H 0.05362 0.55734 -1.52631
H 0.93143 -2.59297 -0.79488
*
```

## Properties
Gap between HOMO and LUMO (alpha / beta) = 0.3186 / 0.2616 Eh
HOMO level (alpha / beta) = -0.402 / -0.346 hartree

Charges computed using Mulliken, reported in e: -0.484 -0.042 -0.506 -0.545 -0.559 0.940 0.284 0.296 0.332 0.285

# 7
Here is a cluster of 3 separate species, C2H11N2O2 in total in a non-equilibrium geometry from OMol25. Energies are from the ωB97M-V functional and the def2-TZVPD basis.

The geometry in ORCA input format:
```
! wB97M-V def2-TZVPD RIJCOSX def2/J DEFGRID3
* xyz 1 1
C 0.87819 -0.01294 -0.30049
C 1.81286 -0.93875 0.01970
N 2.44267 -1.78020 -0.81236
N 0.65715 1.09728 0.63997
H 0.45415 0.15981 -1.27734
H 1.83533 -1.22425 1.06931
H 2.60648 -2.75228 -0.66021
H 2.26495 -1.65033 -1.80221
H 1.05826 1.93114 0.20557
H 1.15009 1.03025 1.53371
H -0.33614 1.37555 0.85076
H -2.88243 -1.41612 -1.54605
H -2.78603 -0.15455 -0.67514
O -2.26774 -0.71808 -1.26744
H -2.56098 1.89167 0.63753
H -2.40247 1.60776 2.12164
O -1.92433 1.55405 1.26304
*
```

## Properties
Gap between HOMO and LUMO = 0.3426 Eh
HOMO level = -0.458 hartree

Charges computed using Mulliken, reported in e: -0.299 -0.120 -0.402 -0.214 0.291 0.280 0.250 0.225 0.413 0.388 0.221 0.320 0.276 -0.579 0.325 0.319 -0.692

For each record above, in turn, the calculated energy relative to the best compared isomer or geometry (same formula, charge and spin) values are 0.0, 13.8, 124.3, 140.9, 303.0, 610.8, 164.7 kJ/mol.